No. 1
{"formula": "C5H6O", "method": "ωB97M-V with the def2-TZVPD basis set", "species": ["C", "C", "C", "O", "C", "C", "H", "H", "H", "H", "H", "H"], "coordinates": [[0.22, 0.40, -1.11], [-0.83, -0.33, -0.35], [0.02, -0.82, 0.96], [1.31, -0.35, 0.82], [1.09, 0.75, 0.07], [-0.91, 0.31, 0.97], [-0.17, 1.29, -1.61], [0.78, -0.21, -1.84], [-1.66, -0.81, -0.87], [-0.03, -1.75, 1.52], [2.02, 1.31, -0.09], [-1.85, 0.21, 1.52]], "nbo_charge": [-0.48, -0.28, 0.02, -0.44, 0.20, -0.30, 0.24, 0.21, 0.23, 0.22, 0.19, 0.20], "de_lowest_kj_mol": 450.08, "energy_ev": -7324.6197, "e_homo_ev": [-8.10, -8.20], "spin_multiplicity": 1, "lumo_energy_ev": [0.143, 0.340]}

No. 2
{"formula": "C5H6O", "method": "ωB97M-V with the def2-TZVPD basis set", "species": ["C", "C", "C", "C", "C", "O", "H", "H", "H", "H", "H", "H"], "coordinates": [[-2.71, -0.14, 0.10], [-1.28, 0.07, -0.07], [-0.09, 0.25, -0.26], [1.19, 0.62, -0.83], [2.48, -0.11, 0.21], [2.01, -0.52, -1.04], [-3.09, -0.71, -0.75], [-2.94, -0.70, 1.02], [-3.25, 0.81, 0.14], [2.04, 1.03, 0.21], [2.09, -0.67, 1.06], [3.56, 0.08, 0.20]], "nbo_charge": [-0.69, 0.09, -0.19, 0.11, -0.20, -0.51, 0.25, 0.24, 0.24, 0.25, 0.20, 0.22], "de_lowest_kj_mol": 563.96, "energy_ev": -7323.4395, "e_homo_ev": -8.33, "spin_multiplicity": 1, "lumo_energy_ev": 0.635}

No. 3
{"formula": "C5H6O", "method": "ωB97M-V with the def2-TZVPD basis set", "species": ["C", "C", "C", "C", "C", "H", "H", "H", "H", "H", "H", "O"], "coordinates": [[-2.44, -0.62, -0.90], [-1.15, -0.22, -0.34], [-0.12, 0.25, 0.17], [1.10, 0.68, 0.87], [2.37, 0.08, 0.46], [-1.73, -1.58, -2.32], [-3.32, -1.58, 0.57], [-3.21, 1.08, -1.36], [0.93, 1.14, 1.85], [3.18, 0.01, 1.23], [2.29, -0.66, -0.31], [2.09, 1.43, 0.08]], "nbo_charge": [-0.55, -0.17, 0.00, -0.03, -0.09, 0.24, 0.23, 0.23, 0.22, 0.19, 0.20, -0.47], "de_lowest_kj_mol": 1268.88, "energy_ev": -7316.1335, "e_homo_ev": -9.14, "spin_multiplicity": 1, "lumo_energy_ev": -1.950}

No. 4
{"formula": "C5H6O", "method": "ωB97M-V with the def2-TZVPD basis set", "species": ["C", "C", "C", "O", "C", "C", "H", "H", "H", "H", "H", "H"], "coordinates": [[-1.77, 0.10, -0.53], [-0.79, -0.36, 0.53], [0.98, -0.86, 0.41], [0.25, -1.20, -0.61], [2.07, 0.06, 0.14], [3.04, 0.78, 0.08], [-2.60, 0.61, -0.02], [-2.16, -0.74, -1.10], [-1.30, 0.81, -1.21], [-1.16, -1.14, 1.20], [-0.44, 0.52, 1.10], [3.90, 1.41, 0.01]], "nbo_charge": [-0.63, -0.16, 0.23, -0.48, -0.17, -0.17, 0.22, 0.22, 0.23, 0.23, 0.23, 0.24], "de_lowest_kj_mol": 621.66, "energy_ev": -7322.8415, "e_homo_ev": [-7.92, -7.92], "spin_multiplicity": 1, "lumo_energy_ev": [0.164, 0.164]}

No. 5
{"formula": "C5H6O", "method": "ωB97M-V with the def2-TZVPD basis set", "species": ["C", "C", "C", "C", "C", "O", "H", "H", "H", "H", "H", "H"], "coordinates": [[-2.16, 1.60, 0.24], [-1.08, 0.62, 0.18], [-0.16, -0.16, 0.08], [0.90, -1.18, 0.07], [2.31, -0.97, -0.57], [3.24, -1.50, -0.01], [-1.79, 2.57, 0.61], [-2.97, 1.27, 0.90], [-2.59, 1.77, -0.76], [0.50, -2.11, -0.35], [1.19, -1.43, 1.10], [2.63, -0.46, -1.49]], "nbo_charge": [-0.68, 0.02, -0.05, -0.57, 0.43, -0.52, 0.24, 0.24, 0.24, 0.26, 0.26, 0.14], "de_lowest_kj_mol": 190.49, "energy_ev": -7327.3103, "e_homo_ev": -9.57, "smiles": "CC#CCC=O", "spin_multiplicity": 1, "lumo_energy_ev": 0.863}

No. 6
{"formula": "C5H6O", "method": "ωB97M-V with the def2-TZVPD basis set", "species": ["C", "C", "C", "C", "C", "O", "H", "H", "H", "H", "H", "H"], "coordinates": [[-1.21, 1.81, 1.10], [-0.44, 1.08, 0.53], [0.44, 0.14, -0.17], [0.61, -1.18, 0.60], [-0.15, -0.09, -1.56], [-0.64, -1.13, -1.92], [-1.89, 2.46, 1.61], [1.42, 0.63, -0.31], [1.06, -0.99, 1.58], [-0.35, -1.66, 0.73], [1.26, -1.85, 0.04], [-0.11, 0.79, -2.24]], "nbo_charge": [-0.23, 0.00, -0.40, -0.59, 0.46, -0.50, 0.24, 0.24, 0.22, 0.23, 0.22, 0.12], "de_lowest_kj_mol": 177.52, "energy_ev": -7327.4446, "e_homo_ev": -9.87, "smiles": "C#C[C@@H](C)C=O", "spin_multiplicity": 1, "lumo_energy_ev": 0.934}

No. 7
{"formula": "C5H6O2", "method": "ωB97M-V with the def2-TZVPD basis set", "species": ["O", "C", "C", "O", "C", "C", "C", "H", "H", "H", "H", "H", "H"], "coordinates": [[1.09, 2.14, 0.83], [0.76, 1.08, 0.37], [1.64, -0.35, -0.13], [0.83, -1.17, -0.81], [-0.91, -0.49, -0.83], [-1.39, -0.50, 0.56], [-0.81, 0.75, -0.11], [2.06, -0.78, 0.80], [2.45, 0.13, -0.71], [-1.33, -0.87, -1.77], [-0.67, -1.00, 1.19], [-2.42, -0.65, 0.91], [-1.29, 1.71, -0.30]], "nbo_charge": [-0.51, 0.63, -0.14, -0.58, 0.10, -0.44, -0.40, 0.18, 0.19, 0.24, 0.23, 0.24, 0.26], "de_lowest_kj_mol": 350.29, "energy_ev": -9373.4651, "e_homo_ev": -9.44, "spin_multiplicity": 1, "lumo_energy_ev": 0.901}

No. 8
{"formula": "C5H6O2", "method": "ωB97M-V with the def2-TZVPD basis set", "species": ["C", "C", "C", "C", "O", "H", "H", "H", "H", "C", "O", "H", "H"], "coordinates": [[-1.27, -0.65, 0.81], [-0.78, 0.57, 0.61], [0.27, 1.53, 0.15], [-0.84, 1.96, 1.04], [-1.37, 2.83, 1.64], [-0.92, -1.65, 0.39], [-2.14, -0.63, 1.46], [0.32, 1.78, -0.90], [1.22, 1.34, 0.55], [1.41, -1.77, -1.45], [0.60, -2.51, -1.87], [1.67, -1.82, -0.37], [1.84, -1.00, -2.06]], "nbo_charge": [-0.32, -0.14, -0.56, 0.58, -0.47, 0.22, 0.21, 0.24, 0.23, 0.29, -0.49, 0.10, 0.11], "de_lowest_kj_mol": 394.39, "energy_ev": -9373.0081, "e_homo_ev": -9.47, "smiles": "C=C1CC1=O.C=O", "spin_multiplicity": 1, "lumo_energy_ev": -0.157}

No. 9
{"formula": "C5H6O2", "method": "ωB97M-V with the def2-TZVPD basis set", "species": ["C", "C", "C", "C", "C", "O", "O", "H", "H", "H", "H", "H", "H"], "coordinates": [[-0.26, -1.14, -0.22], [0.60, 0.06, -0.54], [-0.52, 1.03, -0.41], [-1.43, -0.22, 0.14], [1.89, 0.24, -0.80], [-0.67, 2.19, -0.64], [-2.61, -0.38, 0.27], [-0.77, 0.79, 1.82], [-0.70, 0.32, 2.49], [-0.51, -1.76, -1.08], [0.08, -1.77, 0.60], [2.31, 1.23, -0.81], [2.59, -0.58, -0.80]], "nbo_charge": [-0.56, -0.14, 0.46, 0.52, -0.28, -0.46, -0.47, -0.02, 0.04, 0.25, 0.25, 0.22, 0.20], "de_lowest_kj_mol": 312.94, "energy_ev": -9373.8522, "e_homo_ev": -9.31, "spin_multiplicity": 1, "lumo_energy_ev": -1.059}

No. 10
{"formula": "C5H6O2", "method": "ωB97M-V with the def2-TZVPD basis set", "species": ["O", "C", "C", "C", "C", "O", "C", "H", "H", "H", "H", "H", "H"], "coordinates": [[0.05, 2.13, -2.06], [0.01, 1.16, -1.33], [1.10, 0.55, -0.39], [0.03, -0.49, -0.06], [-0.27, -0.95, 1.51], [0.16, -1.76, 0.41], [-0.94, 0.14, -0.97], [1.47, 1.18, 0.42], [1.93, 0.09, -0.93], [0.49, -0.70, 2.24], [-1.25, -1.26, 1.89], [-1.91, -0.20, -1.33], [-0.87, 0.11, 0.61]], "nbo_charge": [-0.58, 0.54, -0.53, 0.23, -0.22, -0.45, -0.57, 0.22, 0.24, 0.21, 0.22, 0.24, 0.44], "de_lowest_kj_mol": 549.52, "energy_ev": -9371.4002, "e_homo_ev": -8.32, "spin_multiplicity": 1, "lumo_energy_ev": 0.535}